Formula: C5H9ClOS
Source: the OMol25 dataset
Level of theory: ωB97M-V/def2-TZVPD

Output
Lowest unoccupied orbital energy in eV: 0.64
Energy above the lowest of the compared OMol25 structures with the same formula, charge and spin in kJ/mol: 381.6
Molar mass in g mol⁻¹: 152.65
Strongest force on any atom in eV/A: 5.0
HOMO in eV: -8.63

Positions of all 17 atoms, in Å:
H 4.0230 -1.3193 0.7588
S -0.6111 1.5531 -1.0113
C -0.5458 -1.2669 -0.4341
C 3.4654 -0.3548 0.6167
Cl -1.7549 -1.3313 0.9006
H 4.1328 0.3402 -0.0420
C -1.8043 2.1953 0.3629
H -2.6423 2.8036 -0.4098
H -1.4450 2.9609 1.3590
H -1.3098 -1.4800 -1.2718
C 0.1688 -0.0574 -0.5042
H 1.9557 0.9378 0.0411
H 0.0279 -2.1397 -0.3101
O 2.2183 -1.0976 -0.0535
H -2.4291 1.3879 0.9516
H 2.9291 0.1926 1.6296
C 1.4861 -0.0361 -0.2760

Atoms 1-2, force components in eV/Å:
0.02 1.40 0.86
-0.32 -0.77 1.98

Formula: C26H51IO18
Source: the OMol25 dataset
Level of theory: ωB97M-V/def2-TZVPD

Output
Lowest unoccupied orbital energy in eV: 0.39
Molar mass in g mol⁻¹: 778.58
Strongest force on any atom in eV/A: 5.9
HOMO in eV: -9.53

Positions of all 96 atoms, in Å:
H -1.1552 -8.4097 -1.2829
C 1.2470 3.7578 -0.7958
H -3.8167 4.3399 1.1761
C -0.8024 4.3937 0.0922
H -0.2928 -11.4554 7.0392
C -3.4111 5.9538 -0.1770
C 2.1941 -2.0914 0.6533
H -4.1663 6.6102 0.2566
I 2.5608 -5.0864 1.4335
O 2.7810 -7.4191 -2.6781
H -0.9704 2.8243 -3.9488
O 2.3692 -0.0252 1.9604
H -4.1364 7.6880 2.4185
H 3.2950 -8.0251 3.9053
H -2.5055 5.3826 1.7078
O -0.1049 3.4110 -0.4840
C 1.2964 -7.5898 4.5787
H -2.4079 -7.9583 -2.4556
H 3.4336 2.7696 -7.8254
H -7.6826 12.3164 0.4242
H 6.7162 -0.9903 1.0287
H 3.1376 -6.4977 4.7930
O -7.0861 9.8032 3.1562
O -0.4038 3.1293 -5.9337
O -7.4957 9.7045 0.9311
C 0.7653 -9.6842 5.4881
H 2.9710 4.8577 -5.6247
H 1.1962 -2.0153 0.2449
H 3.5453 2.4556 -6.0988
H -7.7330 12.1550 2.1745
H 6.6864 0.0197 2.4602
O -0.3712 5.4729 0.4069
H -2.5764 6.5690 -0.5112
H 1.6303 1.5674 0.8489
C 4.3459 -0.9688 0.9693
O 5.0426 0.2309 1.2428
C 3.6725 3.2223 -6.8621
H -9.2555 10.3816 0.2034
H -9.2503 10.1629 1.9476
H -3.8318 5.4709 -1.0600
C -1.0661 2.3590 -4.9277
C 6.4295 -0.0158 1.4073
C 0.2930 -11.8422 6.2082
C -8.6614 10.5233 1.1043
C -8.3003 11.9854 1.2602
H 1.0020 -7.0469 3.6825
O 2.1545 -2.6256 2.9469
O 1.0264 -9.3306 6.6096
O 1.3849 4.0595 -6.7060
H 1.7496 2.8544 -1.1296
C 1.3367 0.8497 1.6146
H -9.2014 12.5975 1.2970
O -5.7479 8.6998 1.7047
H 3.6698 -7.7223 -4.5392
H -0.6632 1.3474 -4.9042
C 1.5257 -7.4095 -3.1358
C 2.8680 -0.7304 0.8628
H 1.3002 -12.0889 6.5414
H 0.4453 0.3088 1.3098
O -2.0568 3.9678 0.2530
H 0.7822 -7.1324 5.4238
H 4.5982 -1.7144 1.7238
H 1.7682 4.1448 0.0778
H 6.9958 0.7256 0.8632
O 0.3456 -10.9033 5.1335
C -6.8065 9.4432 2.0418
C -4.8695 8.3989 2.7901
H 1.2681 4.4874 -1.6036
H 4.6992 -7.9236 -3.1104
C 0.8728 3.4080 -5.6625
H -2.1162 2.3186 -5.2026
H -1.0471 -5.9803 -1.8710
C 2.7995 -7.5326 4.7437
C 2.2443 -2.9629 1.8796
O 0.7604 -6.8116 -2.2229
C -1.3337 -8.0614 -2.3012
C -0.6370 -6.7379 -2.5366
C 2.7720 4.4108 -6.5986
H 3.1169 -8.0421 5.6531
H 4.6691 -1.3468 0.0006
C -2.9611 4.9188 0.8324
H 4.7178 3.5314 -6.8672
H -5.4071 7.9496 3.6223
H 2.7855 -2.6019 -0.0932
H -0.9616 -8.8277 -2.9801
H 1.0508 1.4155 2.4844
H 2.9393 5.1775 -7.3527
H -4.3538 9.3000 3.1186
O 1.4560 3.1137 -4.6493
H 2.6853 -0.1348 -0.0280
O 1.1568 -7.8650 -4.1882
O 0.8329 -8.9363 4.3878
H -0.7738 -6.3881 -3.5599
C 3.7095 -8.1032 -3.5210
H 3.5071 -9.1733 -3.5119
H -0.1843 -12.7382 5.8210

Atoms 1-2, force components in eV/Å:
-0.07 0.09 0.04
0.33 0.04 -0.12

Formula: C5H7NO
Source: the OMol25 dataset
Level of theory: ωB97M-V/def2-TZVPD

Output
Lowest unoccupied orbital energy in eV: 0.93
Energy above the lowest of the compared OMol25 structures with the same formula, charge and spin in kJ/mol: 222.6
Molar mass in g mol⁻¹: 97.12
Strongest force on any atom in eV/A: 0.6
HOMO in eV: -9.36

Positions of all 14 atoms, in Å:
C 0.4422 -0.2171 -1.1162
H 1.3594 1.5739 -0.4864
H -1.8172 0.9090 -0.7182
C -1.8301 0.1364 0.0628
H 2.5882 0.2725 -0.4398
C 1.5306 0.5017 -0.3065
O 0.2594 -0.4789 -2.2745
H -2.1279 0.6204 0.9951
N 0.2895 -1.2556 1.0335
H 0.9114 -1.9212 0.5724
H 0.6571 0.7048 1.8577
C 0.7276 0.1230 0.9444
H -2.5722 -0.6048 -0.2374
C -0.4179 -0.3642 0.1130

Atoms 1-2, force components in eV/Å:
-0.02 -0.03 -0.47
0.21 -0.17 -0.08

Formula: C23H25N5O4S4Y
Source: the OMol25 dataset
Level of theory: ωB97M-V/def2-TZVPD

Output
Lowest unoccupied orbital energy in eV: 2.50
Energy above the lowest of the compared OMol25 structures with the same formula, charge and spin in kJ/mol: 82.3
Total charge: -1
Molar mass in g mol⁻¹: 652.66
Strongest force on any atom in eV/A: 1.1
HOMO in eV: -4.18

Positions of all 62 atoms, in Å:
C -4.7620 1.5393 1.0406
N 1.0613 -3.1214 -1.1130
C 0.1200 0.7527 4.3366
C 2.2251 0.2420 -4.0262
S -2.2601 -4.0897 1.0869
C -3.0464 2.9355 2.2527
H 2.8493 1.9751 2.7666
C 1.9634 1.3976 2.9796
C 0.9899 -4.3940 -3.1323
H -3.6632 1.2307 4.3024
C 2.2290 -3.8980 -3.5052
C 3.2879 0.7159 -4.7716
H 4.0606 3.4451 -2.9368
H -2.4832 0.7142 -0.0495
H 4.7835 2.2333 -4.9660
C 0.4577 -3.9916 -1.9173
O 3.2567 1.0160 0.5048
H -5.5533 2.2587 1.2385
H 2.6724 -4.1777 -4.4506
H -5.1523 1.9852 3.7234
C 1.5436 0.4595 2.0413
H -1.1071 -0.7778 3.4520
C -4.3950 1.2377 3.4992
N 0.4401 -0.2708 2.2075
H 0.4411 -5.0648 -3.7768
C -0.2437 -0.1374 3.3380
O 0.2946 0.9720 -1.0330
C 3.9454 1.8722 -4.3846
N -2.6672 0.5490 1.9863
C 3.5386 2.5517 -3.2483
N 2.0851 -0.9678 0.2175
H -4.8709 0.2610 3.4586
C 1.8084 0.9270 -2.8895
H 1.5254 2.2841 4.8901
C 2.2584 -2.6458 -1.4719
O 0.3235 -0.8181 -2.3015
C 1.2325 1.5571 4.1434
H -4.3139 1.7890 0.0802
H 3.6090 0.1808 -5.6557
H 1.7038 -0.6653 -4.2958
C 0.7334 0.3432 -2.0286
H 2.1520 2.5933 -1.6093
C 2.8857 -3.0318 -2.6513
H -0.4701 0.8219 5.2374
H -2.2117 2.8913 2.9485
H -3.7591 3.6759 2.6064
S -2.6955 -1.7065 -1.1132
C -3.7162 1.5597 2.1654
N -1.8889 0.6612 0.7934
S -0.5395 -3.2989 1.8451
H -5.2026 0.5471 0.9637
H -3.0925 -0.3820 1.9782
H -2.6750 3.2574 1.2824
S -3.4855 -2.4921 0.6081
H -0.4968 -4.3811 -1.5732
H -1.3442 1.5254 0.8413
C 2.4084 0.2029 0.8224
O 4.1509 -1.4491 -0.7056
C 2.9437 -1.5977 -0.6149
H 3.8564 -2.6191 -2.8821
C 2.4697 2.0855 -2.5051
Y -0.2107 -1.2687 -0.0298

Atoms 1-2, force components in eV/Å:
0.24 -0.03 0.17
0.33 0.38 -0.23

Formula: C13H26N2O
Source: the OMol25 dataset
Level of theory: ωB97M-V/def2-TZVPD

Output
Lowest unoccupied orbital energy in eV: 0.61
Energy above the lowest of the compared OMol25 structures with the same formula, charge and spin in kJ/mol: 1335.4
Molar mass in g mol⁻¹: 226.36
Strongest force on any atom in eV/A: 18.4
HOMO in eV: -8.97

Positions of all 42 atoms, in Å:
O -1.5493 -2.2891 -2.0927
C 3.5163 0.1124 -0.5079
H 3.3742 1.8134 0.7951
H -5.3206 1.4324 0.5084
C -4.4398 1.2796 1.0145
H 0.8765 -2.5895 -1.4169
H 3.4906 2.2290 -2.0026
H -4.4880 1.4755 1.9774
C 2.5584 -0.6212 1.8397
C -3.8528 -0.0746 0.3316
H 1.9558 -1.4961 2.3692
H 2.0458 1.7546 -0.0938
H -3.6135 1.6728 -1.8303
H 2.8062 -1.9359 -0.0580
C 0.3143 -1.9879 -0.5958
C 3.2633 1.5014 -0.2460
H 4.8632 2.2924 -1.0118
C -2.9641 -0.2091 -0.5807
H -1.0297 -0.3858 0.4079
C -1.0027 -1.5851 -1.0072
H -2.4335 2.0363 1.0552
H -3.2675 -0.8168 1.4157
H -0.5527 -3.6910 0.2982
C -2.9011 1.3869 -0.9063
H 4.4490 -0.2436 -0.2524
H -0.2971 -2.5945 1.3953
C 3.9662 2.3672 -1.1282
H 0.9724 -0.1160 -1.0218
H 1.0667 -3.1283 1.0719
C 2.3797 -1.0029 0.3638
N -1.6825 -0.7044 -0.2401
H -1.8617 1.5782 -1.3494
N 0.9503 -0.9068 0.0519
H -3.5017 3.2499 0.0801
C 0.2110 -2.9914 0.6885
H -3.1898 -0.6520 -1.5591
H 3.2547 -0.3719 -1.6989
H 3.8276 3.3473 -0.8607
H 2.1281 0.5029 2.1010
H 3.5440 -0.7970 2.1182
C -3.2636 2.0563 0.1849
H -4.6024 -0.8980 0.3922

Atoms 1-2, force components in eV/Å:
2.55 4.06 5.58
-5.65 -5.20 -2.40

Formula: C25H34B2N5O8PS2
Source: the OMol25 dataset
Level of theory: ωB97M-V/def2-TZVPD

Output
Lowest unoccupied orbital energy in eV: -1.58
Molar mass in g mol⁻¹: 649.31
Strongest force on any atom in eV/A: 3.5
HOMO in eV: -8.33

Positions of all 77 atoms, in Å:
P 3.6645 -3.9830 -2.1781
H -2.8494 -0.6600 -1.8636
H 8.1455 1.3197 -1.7388
O 0.1775 -2.5025 4.5804
C 4.2423 -1.3992 -0.9166
B 7.0556 1.8004 -0.1500
C 3.8337 -0.1976 -0.1676
H -0.2685 -0.1398 1.1465
C 2.3997 -0.0582 0.2856
H -2.7341 -1.4448 -0.1631
C -7.7496 0.4386 1.4055
O 7.0562 2.5865 1.0132
H -0.4154 -5.6485 5.3404
H 9.0804 2.6977 1.7427
H 0.2280 -4.0547 7.0783
C 0.8639 -4.0765 6.1910
C -5.0528 4.8817 -6.3846
H 7.4029 -0.6915 -1.4530
H -7.1815 4.2818 -3.9328
H 0.9164 1.5671 0.7702
C 3.1922 -2.4477 -1.1957
C 0.9982 -2.6755 5.6491
H -5.3537 3.2402 -5.0324
N 3.5706 -3.7674 -3.7519
C -5.2829 4.3306 -4.9892
C -0.5917 -3.6969 4.3685
H 7.7089 2.3206 2.9566
N -5.8562 0.6893 0.1195
H -4.4954 4.5879 -4.2803
H -8.6691 0.6663 1.9869
H 2.8444 -5.0935 -1.7717
C 1.4177 -1.0849 -0.0116
H -0.4701 -1.2363 -1.7401
C 0.2003 -4.8030 5.0340
H 5.0164 -4.3139 -1.8461
H -4.5721 5.8618 -6.3621
H -4.4845 4.1900 -7.0033
C 1.8171 -2.3208 -0.7648
C 8.1007 2.1660 1.9135
H -7.1214 2.4957 0.5815
H 0.9657 -5.1754 4.3479
H 2.9219 -4.4461 -4.1642
O 8.0095 2.0755 -1.1427
O 1.6931 -1.8062 6.0973
C 1.9466 1.2255 1.0836
C -6.6303 4.9183 -4.6254
C -4.7472 1.1779 -0.6636
C 6.3404 -0.6146 -1.0939
N 5.5213 -1.6570 -1.3863
O 0.7830 0.4210 3.3365
H -6.5446 5.9193 -4.1935
O 3.2019 0.8212 3.3558
C -0.1029 -0.9653 0.4003
N 4.6931 0.8505 0.1235
C -6.9476 1.3983 0.6712
O -6.7822 5.1957 -8.0437
B 1.9696 0.8155 2.6550
O -7.3465 5.0153 -5.8645
H 0.9745 -0.3775 3.8803
H -0.4886 0.4913 -1.2418
S -5.0870 1.9318 -2.0837
C -0.8628 -0.5311 -0.9457
C -6.4639 5.0375 -6.9000
H -5.3234 -1.4426 0.2597
H -0.4650 -1.9467 0.8016
H 1.8381 -4.4996 6.4277
C -6.0552 -0.6419 0.5363
H 3.1419 0.1298 4.0481
H -0.7148 -3.8681 3.2992
H 1.0401 -3.0916 -0.9741
H 8.3217 1.0623 1.8180
N -7.1442 -0.8552 1.2932
C -2.4322 -0.5863 -0.8155
H 2.6254 2.1025 0.8913
S -3.0046 1.0190 -0.1035
H -1.5773 -3.5606 4.8208
C 5.9478 0.6320 -0.3713

Atoms 1-2, force components in eV/Å:
0.12 0.71 -1.69
0.19 -0.06 1.27

Formula: C30H43Cl5LuP2
Source: the OMol25 dataset
Level of theory: ωB97M-V/def2-TZVPD

Output
Lowest unoccupied orbital energy (spin up / spin down) in eV: -3.15 / -3.11
Energy above the lowest of the compared OMol25 structures with the same formula, charge and spin in kJ/mol: 0.0
Total charge: +1
Molar mass in g mol⁻¹: 817.85
Strongest force on any atom in eV/A: 4.6
HOMO (spin up / spin down) in eV: -9.39 / -8.89

Positions of all 81 atoms, in Å:
C -0.0877 1.3980 -1.2952
C -0.9112 -1.5273 -4.7896
H 3.8194 1.0116 -1.9051
C 0.6575 1.7397 -4.2317
H 1.6837 -4.3129 1.6151
C 0.6100 -1.2563 -4.8445
H 3.1164 -0.6218 -1.5486
H -2.3083 1.2214 -3.0916
H 0.8409 2.9257 -0.0825
H -1.3741 -1.1506 -5.7234
C -1.8833 3.8905 5.3393
C -1.8881 3.7983 2.8989
C -1.8228 1.7347 4.1684
H -2.8233 -0.9849 -4.1039
H -1.9363 -3.9341 2.4040
C 1.0119 0.0693 4.3470
C 3.5641 0.2896 -1.1186
H 3.2372 -2.0985 3.4113
H -0.7740 0.7545 -5.5334
H -3.3489 -0.2121 -0.7322
C 1.2931 -3.5732 0.8937
H -1.2844 -3.8177 -1.5787
H 1.8722 -1.3676 -3.0525
C -1.7886 -0.8253 -3.7032
H 0.5936 2.6273 -3.5950
H 0.1170 0.5495 -2.0482
C 1.2584 -0.6517 -3.6291
C -1.7764 2.4675 5.3604
H 3.9494 2.1470 1.5322
H -1.3540 2.2544 -4.8116
C -1.9793 4.5546 4.0948
H 3.4254 -1.9525 1.6584
H 2.1422 -3.2967 0.2542
Lu -0.0696 -0.5333 -0.3786
C 0.7050 -2.4043 1.5907
H -2.7823 -0.9997 3.3477
Cl -2.1852 6.2541 4.0329
H -3.8496 -1.9544 -0.9146
C -0.6813 -2.2136 1.9593
Cl -1.9160 4.8339 6.7732
C -0.6894 -2.9937 -1.9881
C 2.9522 -1.5063 2.5288
C -0.7244 -1.1975 2.9631
C 1.4818 -1.4976 2.3692
H 2.5231 3.1946 1.1299
C -1.5275 0.6216 -3.5783
C 3.2890 2.5059 0.7258
C -3.4635 -1.0688 -1.4276
C -1.7833 2.3930 2.9626
H -0.2508 -3.2873 -2.9662
C 1.4583 0.6883 -3.5632
Cl -1.5674 1.4599 1.4586
H 0.2964 0.8930 4.4115
H -1.7780 0.6012 4.1083
Cl -1.4977 1.7136 6.8707
H -0.9618 1.9738 -1.5639
H 4.4624 0.0001 -0.5453
C -1.8182 -0.7901 3.8048
H -1.6499 -3.6345 0.6899
H 1.1659 2.0910 -5.1431
H 2.3139 1.0832 -3.0162
C -0.7818 1.3329 -4.6131
H -2.7543 -2.5916 1.5929
H 1.6045 2.6683 -1.6703
P -1.7935 -1.5024 -2.0683
H 2.0171 0.4546 4.1950
C -1.7988 -3.1316 1.6539
P 2.4148 1.0524 0.1030
C 1.1355 2.1532 -0.8200
H 0.5713 -4.0992 0.2662
H -1.0598 -2.6069 -4.7501
H 3.3536 -0.4990 2.6801
H 0.9842 -0.4535 5.3166
H -1.7533 -1.2561 4.7915
H 0.7882 -0.6078 -5.7146
H 0.1700 -2.8182 -1.3036
H 1.1206 -2.2018 -5.0776
H -4.0858 -0.7565 -2.2793
C 0.6177 -0.7846 3.2146
H 3.8436 2.9676 -0.1108
Cl -1.8976 4.6037 1.3928

Atoms 1-2, force components in eV/Å:
-0.62 -0.31 0.83
-0.59 0.21 -0.17

Formula: C27H31N3O2S
Source: the OMol25 dataset
Level of theory: ωB97M-V/def2-TZVPD

Output
Lowest unoccupied orbital energy in eV: 0.55
Molar mass in g mol⁻¹: 461.63
Strongest force on any atom in eV/A: 0.6
HOMO in eV: -9.03

Positions of all 64 atoms, in Å:
H 1.2206 2.3770 1.5902
C -1.7965 -2.0847 2.8087
C 0.3771 -1.1878 -1.0766
C 3.6799 -0.5195 -3.6357
N -0.9960 0.5138 -2.1072
H 0.2975 -2.2711 -0.9217
H 0.4736 -0.8001 -3.8230
C 1.4429 -0.7642 -3.3438
H 5.5009 -0.3027 3.1836
H 4.9397 -0.6923 -1.9016
H -2.8111 1.9871 -4.5356
C -2.5800 2.3483 -1.7881
C 2.2200 0.7301 2.4891
H -0.6969 3.0881 -5.1542
H 0.1170 2.3902 -3.7573
H -2.2739 -3.8487 1.7006
C 2.8575 -0.9332 -1.4434
H -1.4042 -0.4948 4.1880
H -0.5572 4.7205 -3.2793
H 1.3904 0.1888 4.4000
O -1.9117 -1.5272 -1.7465
H -1.6904 -0.2362 1.7337
H 3.0170 -1.0933 -0.3867
H -0.6022 3.1261 -1.3949
C -2.4100 -3.5950 5.0661
H 0.1465 1.1767 2.3277
H -1.9425 -1.8287 6.1814
H 4.4819 -0.3341 -4.3379
C 0.9060 0.7093 0.3488
H -1.5253 0.7873 -4.6917
C 3.9318 -0.7124 -2.2861
H -2.9552 0.4094 -2.6754
C -2.5027 -4.1592 3.8053
N 2.4652 -0.5602 -4.1530
C 2.2516 0.2323 3.7561
C -1.5444 3.4701 -1.8265
C -0.9743 -0.7529 -1.6937
O 1.1299 1.4039 -0.6325
S 3.7874 0.6562 1.7497
C 1.0605 1.3055 1.7463
H -1.8974 4.3089 -1.2224
H 0.3642 -2.4305 1.1776
H -2.8164 -5.1868 3.6949
C -2.1952 -3.4088 2.6842
C 0.1024 -1.3867 1.3727
C 4.4591 -0.0526 3.1668
H -3.5379 2.7257 -2.1520
C 3.5348 -0.2157 4.1445
H 0.6327 -1.0832 2.2754
H -0.1652 1.0778 -1.9626
C -1.4166 -1.2850 1.5962
C -1.3070 3.9273 -3.2624
C -2.1608 1.1645 -2.6663
H -2.6503 -4.1799 5.9415
C 1.5692 -0.9348 -1.9678
C -1.7063 -1.5276 4.0779
C -1.8759 1.6328 -4.0970
H -2.7237 2.0025 -0.7618
H 3.7508 -0.6384 5.1089
C -0.8437 2.7570 -4.1242
H -1.9370 -1.6599 0.7141
H -2.2353 4.3341 -3.6717
N 0.5472 -0.5872 0.2507
C -2.0123 -2.2758 5.2004

Atoms 1-2, force components in eV/Å:
-0.16 -0.15 -0.03
-0.07 0.09 -0.08